1.
Molecular formula: C3H3NO2
Method: DFT, wB97M-V/def2-TZVPD

As for the frontier orbital gap: 9.5802 eV. The structure (SMILES) is O=c1cc[nH]o1. The spin multiplicity is 1.

CARTESIAN COORDINATES (ANGSTROEM)
1 O -0.585 1.878 1.484
2 C -0.393 0.929 0.717
3 C 0.304 -0.337 0.905
4 C 0.383 -0.912 -0.281
5 N -0.289 -0.060 -1.217
6 O -0.884 0.892 -0.545
7 H 0.746 -0.568 1.868
8 H 0.997 -1.686 -0.756
9 H -0.278 -0.137 -2.175

Mulliken population analysis, charges in e, atoms 1 to 2:
1. O -0.608
2. C 0.564

2.
Molecular formula: C3H3NO2
Method: DFT, wB97M-V/def2-TZVPD

As for the frontier orbital gap: 8.1966 eV. The structure (SMILES) is C=C=C=O.N=O. The spin multiplicity is 1.

CARTESIAN COORDINATES (ANGSTROEM)
1 C -0.943 0.992 0.031
2 C -0.453 0.869 -1.109
3 C 0.621 0.702 -1.847
4 O 1.415 0.631 -2.710
5 H -1.955 1.134 0.082
6 H -0.281 0.837 1.021
7 N -1.814 1.290 -3.650
8 O -0.646 1.375 -4.089
9 H -2.077 1.636 -2.530

Mulliken population analysis, charges in e, atoms 1 to 2:
1. C -0.390
2. C -0.445

LUMO level across the listed records, respectively: 0.02403; -0.02129 hartree.
Energy relative to the best compared isomer or geometry (same formula, charge and spin) across the listed records, respectively: 65.8; 164.5 kcal/mol.
HOMO level across the listed records, respectively: -8.93; -8.78 eV.